[1]
DFT (ωB97M-V/def2-TZVPD) results for C28H26AsFKOS as an isolated structure.

Values from the calculation:
**Charge**: -1
**Energy**: -122224.5415 eV
**Relative energy (zero: lowest compared OMol25 entry of this formula, charge and spin)**: 69.81 kJ/mol
**Largest force on an atom**: 3.00 eV Å⁻¹
**E_HOMO**: -3.999 eV

Positions of all 59 atoms, in Å:
K (-0.265, 1.540, 0.462)
S (-2.280, -0.053, -0.779)
C (-2.733, -1.680, -0.412)
C (-3.303, -2.545, -1.360)
C (-3.676, -3.830, -1.007)
C (-3.495, -4.290, 0.293)
C (-2.915, -3.454, 1.239)
C (-2.519, -2.168, 0.897)
As (-1.727, -0.832, 2.066)
C (0.175, -1.063, 1.660)
C (0.663, -1.692, 0.521)
C (2.031, -1.793, 0.306)
C (2.925, -1.276, 1.230)
C (2.448, -0.647, 2.370)
C (1.084, -0.540, 2.578)
C (-1.651, -1.955, 3.704)
C (-2.473, -1.638, 4.780)
C (-2.467, -2.403, 5.940)
C (-1.626, -3.501, 6.041)
C (-0.797, -3.831, 4.976)
C (-0.812, -3.063, 3.821)
H (-3.444, -2.178, -2.368)
H (-4.117, -4.486, -1.750)
H (-3.807, -5.289, 0.570)
H (-2.773, -3.820, 2.249)
H (-0.031, -2.099, -0.205)
H (2.398, -2.275, -0.592)
H (3.992, -1.345, 1.053)
H (3.143, -0.234, 3.092)
H (0.712, -0.052, 3.475)
H (-3.131, -0.778, 4.706)
H (-3.115, -2.141, 6.769)
H (-1.614, -4.098, 6.945)
H (-0.138, -4.689, 5.046)
H (-0.164, -3.325, 2.992)
C (1.082, 3.966, -6.183)
C (1.292, 3.604, -4.737)
C (1.077, 2.319, -4.275)
C (1.262, 1.966, -2.937)
C (0.967, 0.541, -2.556)
C (1.686, 2.946, -2.026)
C (1.946, 2.654, -0.584)
O (1.894, 1.541, -0.058)
C (1.909, 4.257, -2.485)
C (2.307, 5.367, -1.545)
C (1.709, 4.563, -3.821)
H (0.769, 3.096, -6.760)
H (2.004, 4.356, -6.620)
H (0.316, 4.738, -6.284)
H (0.745, 1.554, -4.970)
H (1.078, -0.109, -3.426)
H (-0.067, 0.452, -2.205)
H (1.617, 0.201, -1.756)
H (2.516, 3.441, -0.078)
H (1.561, 5.461, -0.754)
H (2.382, 6.311, -2.085)
H (3.270, 5.167, -1.073)
H (1.875, 5.582, -4.160)
F (0.303, 3.550, 0.075)

[2]
DFT (ωB97M-V/def2-TZVPD) results for C13H12LiN2SSe as an isolated structure.

Values from the calculation:
**Charge**: -1
**Energy**: -93044.5037 eV
**Largest force on an atom**: 0.63 eV Å⁻¹
**E_HOMO**: -2.924 eV

Positions of all 30 atoms, in Å:
Li (-0.448, -0.773, 1.129)
C (-1.749, -2.429, 1.053)
C (-1.378, -2.514, -0.334)
C (-0.165, -3.127, -0.758)
C (0.223, -3.156, -2.086)
C (-0.562, -2.576, -3.082)
C (-1.751, -1.960, -2.699)
C (-2.152, -1.928, -1.373)
H (-1.377, -3.228, 1.694)
H (-2.795, -2.183, 1.244)
H (0.473, -3.574, -0.003)
H (1.159, -3.634, -2.355)
H (-0.251, -2.596, -4.120)
H (-2.379, -1.498, -3.455)
H (-3.084, -1.441, -1.106)
Se (1.957, 0.135, 1.626)
C (3.574, -0.664, 1.443)
N (4.631, -1.133, 1.337)
S (-1.903, 1.329, 1.218)
C (-0.595, 2.385, 1.051)
N (0.135, 2.744, 2.143)
C (1.239, 3.528, 2.117)
C (1.657, 4.081, 0.956)
C (0.937, 3.774, -0.218)
C (-0.143, 2.948, -0.176)
H (-0.129, 2.277, 2.999)
H (1.744, 3.668, 3.060)
H (2.543, 4.698, 0.932)
H (1.268, 4.178, -1.167)
H (-0.680, 2.668, -1.069)

[3]
DFT (ωB97M-V/def2-TZVPD) results for the molecule C3H2FNO.

Values from the calculation:
**Energy**: -9395.8966 eV
**SMILES**: Fc1cnoc1
**Relative energy (zero: lowest compared OMol25 entry of this formula, charge and spin)**: 155.50 kJ/mol
**Largest force on an atom**: 5.18 eV Å⁻¹
**E_HOMO**: -9.608 eV

Positions of all 8 atoms, in Å:
F (1.396, 0.369, 1.448)
C (0.467, 0.125, 0.536)
C (-0.834, -0.355, 0.678)
N (-1.428, -0.453, -0.488)
O (-0.571, -0.055, -1.440)
C (0.591, 0.304, -0.931)
H (-1.352, -0.618, 1.577)
H (1.398, 0.629, -1.552)

[4]
DFT (ωB97M-V/def2-TZVPD) results for a 5-piece molecular cluster, C47H49F35N2O6S overall.

Values from the calculation:
**Energy**: -170746.0207 eV
**SMILES**: [H]/N=C\Cc1cc2c(c(CCCF)c1CC)N(CCC(=O)O)c1c(F)c(F)cc(CCC(C)C)c1S2.FC(F)C(F)(F)COC(F)(F)C(F)F.FC(F)C(F)(F)COC(F)(F)C(F)F.FC(F)C(F)(F)COC(F)(F)C(F)F.FC(F)C(F)(F)COC(F)(F)C(F)F
**Largest force on an atom**: 1.69 eV Å⁻¹
**E_HOMO**: -8.329 eV

Positions of all 140 atoms, in Å:
H (1.065, 1.700, -3.408)
N (1.578, 2.541, -3.679)
C (2.703, 2.587, -3.083)
C (3.122, 1.456, -2.142)
C (2.647, 1.647, -0.693)
C (1.450, 2.309, -0.519)
C (0.953, 2.481, 0.747)
C (1.628, 2.016, 1.858)
C (2.848, 1.364, 1.682)
C (3.580, 0.820, 2.902)
C (3.306, -0.717, 3.095)
C (2.169, -1.245, 2.221)
F (1.918, -2.579, 2.589)
C (3.369, 1.185, 0.402)
C (4.701, 0.451, 0.204)
C (5.916, 1.222, 0.800)
N (1.142, 2.120, 3.207)
C (1.632, 3.308, 3.941)
C (1.281, 4.690, 3.349)
C (-0.057, 5.223, 3.885)
O (-0.348, 5.103, 5.059)
O (-0.941, 5.883, 3.053)
C (-0.270, 1.943, 3.313)
C (-0.722, 1.216, 4.403)
F (0.181, 0.740, 5.277)
C (-2.051, 0.963, 4.574)
F (-2.497, 0.234, 5.605)
C (-2.968, 1.431, 3.660)
C (-2.579, 2.152, 2.557)
C (-3.579, 2.629, 1.519)
C (-4.076, 1.348, 0.749)
C (-5.579, 0.984, 0.935)
C (-5.690, -0.540, 0.642)
C (-6.140, 1.191, 2.357)
C (-1.216, 2.391, 2.421)
S (-0.616, 3.300, 0.996)
H (3.353, 3.444, -3.297)
H (4.195, 1.266, -2.232)
H (2.626, 0.551, -2.529)
H (0.874, 2.711, -1.346)
H (4.654, 1.000, 2.850)
H (3.227, 1.293, 3.818)
H (4.233, -1.287, 2.939)
H (3.012, -0.933, 4.131)
H (1.254, -0.673, 2.410)
H (2.451, -1.249, 1.163)
H (4.578, -0.498, 0.748)
H (4.816, 0.185, -0.845)
H (5.582, 2.188, 1.190)
H (6.735, 1.351, 0.085)
H (6.305, 0.635, 1.641)
H (1.216, 3.269, 4.953)
H (2.726, 3.257, 3.983)
H (1.361, 4.755, 2.261)
H (2.030, 5.396, 3.745)
H (-0.509, 6.638, 2.630)
H (-4.002, 1.168, 3.862)
H (-3.053, 3.246, 0.783)
H (-4.370, 3.261, 1.929)
H (-3.928, 1.524, -0.325)
H (-3.450, 0.487, 1.012)
H (-6.155, 1.540, 0.185)
H (-5.283, -0.769, -0.350)
H (-6.702, -0.923, 0.804)
H (-5.015, -1.029, 1.361)
H (-7.236, 1.268, 2.297)
H (-5.801, 2.100, 2.862)
H (-5.947, 0.295, 2.961)
F (1.910, 8.815, -5.322)
C (2.067, 9.690, -4.315)
F (3.280, 10.271, -4.481)
C (2.012, 9.009, -2.945)
F (3.030, 8.131, -2.815)
F (2.222, 9.985, -2.014)
C (0.692, 8.312, -2.556)
O (0.625, 6.899, -2.714)
C (0.233, 6.347, -3.926)
F (-0.193, 7.305, -4.772)
F (-0.840, 5.567, -3.664)
C (1.330, 5.474, -4.533)
F (2.444, 6.200, -4.793)
F (0.918, 4.950, -5.707)
H (1.303, 10.469, -4.395)
H (0.599, 8.457, -1.480)
H (-0.178, 8.809, -2.986)
H (1.599, 4.660, -3.860)
F (2.768, -5.626, -0.683)
C (3.212, -4.526, -0.045)
F (3.607, -3.651, -1.006)
C (4.385, -4.831, 0.887)
F (5.444, -5.284, 0.180)
F (4.767, -3.641, 1.437)
C (4.114, -5.791, 2.063)
O (4.523, -7.149, 1.906)
C (3.676, -8.070, 1.320)
F (2.457, -7.542, 1.102)
F (3.504, -9.067, 2.216)
C (4.283, -8.668, 0.050)
F (4.504, -7.719, -0.878)
F (3.425, -9.570, -0.490)
H (2.382, -4.073, 0.505)
H (4.735, -5.426, 2.880)
H (3.090, -5.714, 2.429)
H (5.231, -9.163, 0.267)
F (0.355, -12.278, -1.308)
C (1.268, -12.023, -0.352)
F (2.299, -12.881, -0.558)
C (0.703, -12.225, 1.055)
F (0.344, -13.515, 1.239)
F (1.723, -11.979, 1.925)
C (-0.465, -11.312, 1.480)
O (-1.782, -11.854, 1.406)
C (-2.508, -11.766, 0.231)
F (-1.873, -11.005, -0.676)
F (-3.657, -11.119, 0.534)
C (-2.867, -13.148, -0.318)
F (-1.758, -13.853, -0.612)
F (-3.582, -13.019, -1.458)
H (1.645, -11.007, -0.483)
H (-0.317, -11.137, 2.546)
H (-0.405, -10.326, 1.019)
H (-3.453, -13.712, 0.411)
F (-6.520, 3.398, -3.359)
C (-6.172, 3.286, -4.654)
F (-6.111, 1.962, -4.932)
C (-4.814, 3.932, -4.942)
F (-3.839, 3.301, -4.253)
F (-4.554, 3.721, -6.263)
C (-4.693, 5.453, -4.710)
O (-4.088, 5.882, -3.494)
C (-4.852, 6.049, -2.353)
F (-6.163, 5.912, -2.619)
F (-4.675, 7.329, -1.951)
C (-4.388, 5.124, -1.228)
F (-4.513, 3.828, -1.579)
F (-5.142, 5.309, -0.119)
H (-6.956, 3.729, -5.275)
H (-4.007, 5.806, -5.480)
H (-5.631, 5.975, -4.904)
H (-3.342, 5.311, -0.976)

[5]
DFT (ωB97M-V/def2-TZVPD) results for C23H31N8O2RbS as an isolated structure.

Values from the calculation:
**Energy**: -51861.0223 eV
**Relative energy (zero: lowest compared OMol25 entry of this formula, charge and spin)**: 0.00 kJ/mol
**Largest force on an atom**: 2.04 eV Å⁻¹
**E_HOMO**: -7.707 eV

Positions of all 66 atoms, in Å:
Rb (3.136, -7.185, 13.434)
C (-1.062, -7.921, 16.507)
C (-0.312, -7.810, 15.186)
N (0.020, -6.734, 14.586)
C (-0.385, -5.410, 15.028)
C (-0.042, -4.396, 13.918)
N (1.237, -4.756, 13.304)
C (1.749, -3.923, 12.249)
C (2.904, -4.546, 11.387)
N (2.602, -5.849, 10.862)
C (3.547, -6.704, 10.181)
C (3.034, -8.165, 9.999)
N (2.185, -8.614, 11.099)
C (2.113, -9.806, 11.545)
C (2.673, -11.068, 10.888)
C (1.329, -10.056, 12.797)
C (1.201, -11.341, 13.394)
C (0.458, -11.480, 14.548)
C (-0.101, -10.358, 15.151)
C (0.103, -9.096, 14.545)
N (0.775, -9.005, 13.397)
H (-1.240, -6.952, 16.957)
H (-0.504, -8.571, 17.191)
H (-1.997, -8.453, 16.353)
H (0.157, -5.112, 15.940)
H (-1.443, -5.319, 15.271)
H (0.044, -3.383, 14.327)
H (-0.865, -4.362, 13.178)
H (1.060, -5.727, 13.006)
H (2.154, -2.976, 12.646)
H (0.960, -3.585, 11.550)
H (3.823, -4.602, 12.001)
H (3.134, -3.776, 10.621)
H (1.691, -5.851, 10.392)
H (4.478, -6.724, 10.790)
H (3.903, -6.326, 9.208)
H (3.935, -8.768, 9.859)
H (2.424, -8.214, 9.075)
H (3.306, -10.784, 10.038)
H (1.846, -11.709, 10.586)
H (3.286, -11.616, 11.603)
H (1.671, -12.220, 12.941)
H (0.299, -12.469, 14.987)
H (-0.670, -10.438, 16.079)
C (6.964, -8.971, 16.135)
N (6.559, -9.250, 14.764)
C (6.859, -10.438, 14.171)
C (6.496, -10.698, 12.886)
C (5.802, -9.655, 12.138)
O (5.546, -9.859, 10.916)
N (5.518, -8.493, 12.806)
C (5.856, -8.229, 14.088)
O (5.558, -7.202, 14.749)
H (7.835, -9.566, 16.412)
H (6.164, -9.225, 16.846)
H (7.136, -7.893, 16.206)
H (7.443, -11.116, 14.784)
H (6.769, -11.658, 12.429)
S (3.728, -10.646, 17.474)
C (3.035, -9.065, 17.723)
C (2.748, -8.451, 16.529)
N (3.073, -9.203, 15.434)
C (3.585, -10.375, 15.804)
H (2.851, -8.643, 18.711)
H (2.317, -7.463, 16.347)
H (3.881, -11.099, 15.034)

[6]
DFT (ωB97M-V/def2-TZVPD) results for C29H42Br42ClN2O4P2 as an isolated structure.

Values from the calculation:
**Charge**: +1
**Energy**: -3014797.4184 eV
**Largest force on an atom**: 5.67 eV Å⁻¹
**E_HOMO**: -11.128 eV

Positions of all 122 atoms, in Å:
C (-4.821, -0.692, 0.798)
C (-4.156, -2.063, 1.209)
O (-2.710, -1.981, 1.125)
P (-2.143, -2.299, -0.397)
O (-3.121, -2.935, -1.318)
C (-1.609, -0.697, -1.238)
C (-0.559, 0.060, -0.305)
C (0.379, 1.100, -1.084)
N (1.818, 0.871, -1.191)
C (2.645, 1.743, -1.869)
P (4.497, 1.384, -2.029)
O (4.878, 1.425, -3.656)
Cl (4.739, -0.632, -1.434)
C (2.161, 2.961, -2.479)
C (0.725, 3.263, -2.407)
C (-0.147, 2.307, -1.726)
C (-1.678, 2.559, -1.670)
C (-2.403, 2.461, -3.075)
C (-1.718, 1.488, -4.114)
C (-2.777, 0.716, -5.021)
N (-2.383, -0.725, -5.023)
O (-0.809, -3.282, -0.167)
C (-0.198, -3.624, -1.434)
C (1.116, -2.788, -1.710)
H (-4.284, 0.109, 1.386)
H (-5.871, -0.695, 1.205)
H (-4.790, -0.489, -0.299)
H (-4.604, -2.948, 0.699)
H (-4.392, -2.189, 2.305)
H (-2.482, -0.026, -1.450)
H (-1.138, -0.895, -2.241)
H (-1.057, 0.532, 0.574)
H (0.122, -0.743, 0.071)
H (2.180, 0.023, -0.750)
H (4.087, 1.258, -4.211)
H (2.821, 3.690, -2.999)
H (0.294, 4.199, -2.860)
H (-2.170, 1.927, -0.887)
H (-1.811, 3.623, -1.316)
H (-3.490, 2.218, -2.920)
H (-2.390, 3.496, -3.516)
H (-1.125, 2.138, -4.820)
H (-1.061, 0.707, -3.661)
H (-3.825, 0.819, -4.650)
H (-2.687, 1.057, -6.094)
H (-1.369, -0.821, -5.103)
H (-2.837, -1.222, -5.792)
H (-0.895, -3.557, -2.306)
H (0.131, -4.702, -1.350)
H (0.818, -1.781, -2.112)
H (1.786, -3.328, -2.421)
H (1.621, -2.611, -0.723)
C (1.771, 0.240, 2.958)
Br (1.454, 0.850, 1.152)
Br (3.630, 0.356, 3.470)
Br (0.610, 1.142, 4.204)
H (1.502, -0.813, 2.975)
C (-2.243, -1.645, 5.156)
Br (-1.589, -1.672, 6.989)
Br (-2.324, -3.419, 4.380)
Br (-3.943, -0.734, 5.020)
H (-1.530, -1.074, 4.571)
C (-0.028, 7.987, -2.477)
Br (0.659, 8.002, -0.671)
Br (-0.074, 6.191, -3.212)
Br (-1.748, 8.852, -2.606)
H (0.664, 8.561, -3.086)
C (0.343, -5.834, 2.392)
Br (0.944, -7.090, 3.732)
Br (1.604, -4.384, 2.156)
Br (-0.078, -6.706, 0.720)
H (-0.580, -5.396, 2.758)
C (3.170, -8.253, -1.373)
Br (4.202, -7.277, -0.066)
Br (2.066, -9.603, -0.549)
Br (2.130, -7.068, -2.500)
H (3.875, -8.765, -2.019)
C (-5.995, 8.591, -4.193)
Br (-5.335, 7.346, -2.868)
Br (-4.803, 10.098, -4.422)
Br (-6.374, 7.714, -5.874)
H (-6.935, 8.984, -3.820)
C (8.414, -2.586, -1.002)
Br (6.795, -3.646, -0.963)
Br (9.983, -3.660, -0.664)
Br (8.573, -1.577, -2.645)
H (8.342, -1.866, -0.194)
C (-6.501, -1.173, 8.795)
Br (-4.645, -1.694, 8.629)
Br (-6.709, 0.408, 9.887)
Br (-7.347, -0.970, 7.066)
H (-7.014, -1.981, 9.307)
C (13.819, -2.255, 0.584)
Br (14.071, -3.482, -0.890)
Br (12.844, -0.671, 0.043)
Br (12.999, -3.119, 2.111)
H (14.805, -1.928, 0.896)
C (17.714, -2.156, -3.308)
Br (16.720, -0.842, -2.296)
Br (18.872, -3.208, -2.172)
Br (16.548, -3.270, -4.375)
H (18.352, -1.612, -3.996)
C (-5.325, 6.163, -9.379)
Br (-5.545, 6.570, -11.255)
Br (-6.960, 5.488, -8.594)
Br (-3.836, 4.966, -9.072)
H (-5.092, 7.096, -8.875)
C (-8.526, -3.223, 12.163)
Br (-6.668, -3.733, 11.984)
Br (-8.733, -1.631, 13.240)
Br (-9.382, -3.040, 10.439)
H (-9.030, -4.029, 12.686)
C (-10.697, -4.098, 6.309)
Br (-11.299, -2.260, 6.261)
Br (-8.809, -4.222, 6.704)
Br (-11.756, -5.170, 7.521)
H (-10.842, -4.506, 5.314)
C (3.489, 8.427, 2.713)
Br (1.890, 7.334, 2.714)
Br (5.073, 7.379, 3.075)
Br (3.662, 9.450, 1.081)
H (3.386, 9.139, 3.525)